(1)
{
  "formula": "C30H55Br2F3NO10",
  "method": "ωB97M-V/def2-TZVPD",
  "symbols": ["O", "C", "O", "C", "N", "C", "C", "C", "F", "Br", "C", "F", "F", "Br", "H", "H", "H", "H", "H", "H", "H", "C", "C", "O", "C", "H", "H", "H", "H", "H", "H", "C", "C", "O", "C", "H", "H", "H", "H", "H", "H", "C", "C", "O", "C", "H", "H", "H", "H", "H", "H", "C", "C", "O", "C", "H", "H", "H", "H", "H", "H", "C", "C", "O", "C", "H", "H", "H", "H", "H", "H", "C", "C", "O", "C", "H", "H", "H", "H", "H", "H", "C", "C", "O", "C", "H", "H", "H", "H", "H", "H", "C", "C", "O", "C", "H", "H", "H", "H", "H", "H"],
  "coordinates": [[0.886, -0.445, 3.231], [0.787, 0.653, 2.663], [0.968, 0.956, 1.474], [0.496, 1.830, 3.617], [-0.507, 2.772, 3.105], [-0.892, 3.793, 4.068], [-2.404, 3.859, 4.426], [-3.181, 2.533, 4.376], [-2.423, 1.470, 4.781], [-3.795, 2.258, 2.569], [-4.354, 2.572, 5.368], [-3.847, 2.550, 6.632], [-5.037, 3.733, 5.238], [-5.622, 1.111, 5.256], [1.454, 2.350, 3.788], [0.153, 1.439, 4.574], [-0.105, 3.199, 2.282], [-0.297, 3.707, 4.986], [-0.661, 4.784, 3.661], [-2.898, 4.535, 3.731], [-2.520, 4.298, 5.423], [-0.659, 1.507, -0.758], [-1.774, 2.483, -0.996], [-2.776, 2.492, -0.317], [-1.565, 3.478, -2.119], [-0.898, 0.867, 0.087], [-0.501, 0.898, -1.654], [0.255, 2.062, -0.546], [-1.425, 2.957, -3.069], [-0.662, 4.059, -1.920], [-2.426, 4.140, -2.191], [4.179, 2.297, -1.794], [3.033, 3.248, -2.055], [2.053, 3.248, -1.351], [3.188, 4.184, -3.228], [3.950, 1.684, -0.925], [4.342, 1.660, -2.666], [5.097, 2.861, -1.615], [3.318, 3.612, -4.149], [4.063, 4.819, -3.095], [2.298, 4.805, -3.311], [-1.859, -4.555, 1.509], [-2.023, -3.107, 1.090], [-2.594, -2.819, 0.058], [-1.426, -2.113, 2.042], [-2.317, -5.220, 0.780], [-0.799, -4.797, 1.606], [-2.327, -4.719, 2.478], [-0.348, -2.256, 2.133], [-1.865, -2.248, 3.034], [-1.598, -1.093, 1.706], [7.001, 6.161, -6.080], [6.231, 6.741, -4.918], [5.687, 6.036, -4.103], [6.173, 8.247, -4.828], [6.970, 5.075, -6.035], [6.569, 6.501, -7.022], [8.038, 6.499, -6.048], [5.713, 8.658, -5.729], [7.182, 8.657, -4.753], [5.593, 8.541, -3.957], [-3.146, -0.820, -5.638], [-2.905, 0.468, -4.891], [-2.254, 1.369, -5.375], [-3.499, 0.554, -3.511], [-2.667, -0.774, -6.615], [-2.742, -1.650, -5.056], [-4.217, -0.988, -5.761], [-3.106, -0.249, -2.888], [-4.584, 0.446, -3.561], [-3.258, 1.516, -3.067], [-1.199, -8.698, 5.106], [-1.450, -7.300, 4.585], [-2.076, -7.104, 3.572], [-0.871, -6.163, 5.392], [-1.660, -9.425, 4.442], [-0.126, -8.886, 5.168], [-1.615, -8.802, 6.110], [0.213, -6.268, 5.464], [-1.275, -6.178, 6.406], [-1.109, -5.213, 4.919], [-1.282, -3.038, -1.132], [-2.608, -3.227, -1.814], [-2.897, -2.638, -2.833], [-3.580, -4.165, -1.147], [-0.687, -2.316, -1.687], [-1.437, -2.667, -0.119], [-0.745, -3.985, -1.062], [-3.797, -3.804, -0.140], [-3.141, -5.162, -1.063], [-4.500, -4.215, -1.725], [3.698, -4.779, 0.590], [2.518, -4.030, 0.012], [1.433, -4.054, 0.537], [2.774, -3.241, -1.251], [3.392, -5.301, 1.493], [4.079, -5.497, -0.139], [4.503, -4.082, 0.825], [3.123, -3.904, -2.044], [3.549, -2.494, -1.072], [1.860, -2.743, -1.564]],
  "forces_ev_per_angstrom": [[0.06, -0.96, 0.10], [0.20, 0.66, 0.64], [0.11, 0.02, -0.49], [-0.23, 0.24, 0.22], [0.10, 0.06, 0.14], [0.04, 0.06, -0.15], [0.14, -0.07, 0.13], [0.36, 0.11, -0.16], [-0.05, 0.11, -0.08], [0.01, -0.19, 0.04], [-0.28, 0.23, 0.46], [-0.14, 0.17, -0.39], [0.13, -0.28, 0.00], [0.14, 0.02, -0.03], [0.06, -0.06, 0.09], [-0.05, -0.04, -0.04], [-0.20, -0.11, -0.18], [-0.15, -0.14, -0.03], [0.04, 0.04, 0.10], [-0.10, -0.04, 0.04], [0.11, -0.07, -0.03], [-0.48, 0.08, -0.08], [0.43, -0.24, -0.11], [-0.39, 0.16, -0.11], [-0.15, 0.10, 0.09], [0.13, 0.08, -0.06], [0.07, 0.07, -0.06], [0.02, -0.23, 0.02], [0.06, -0.01, 0.01], [0.05, -0.05, -0.03], [0.00, 0.01, -0.01], [-0.06, -0.03, 0.09], [0.11, -0.14, 0.03], [-0.02, 0.24, -0.10], [-0.25, 0.04, 0.12], [-0.03, -0.01, 0.00], [0.03, 0.02, -0.02], [0.03, 0.01, -0.06], [0.08, 0.01, 0.00], [0.02, -0.08, -0.05], [-0.01, -0.01, -0.02], [0.11, 0.20, -0.54], [-3.48, -1.65, 7.05], [-6.67, 4.10, 11.42], [-0.15, 0.13, -0.71], [0.12, -0.08, 0.20], [0.05, 0.02, 0.00], [0.01, 0.06, 0.05], [0.14, 0.04, 0.05], [0.06, -0.05, -0.01], [0.00, 0.06, 0.06], [-0.03, -0.08, 0.06], [0.00, 0.03, -0.05], [0.12, 0.05, -0.01], [-0.05, -0.03, 0.08], [0.00, 0.00, 0.00], [0.03, 0.04, -0.01], [0.00, 0.04, -0.03], [0.04, 0.01, -0.03], [0.01, 0.01, -0.05], [0.00, 0.00, 0.00], [0.13, 0.07, -0.12], [-0.02, -0.12, 0.03], [0.00, 0.04, 0.01], [0.12, 0.26, 0.01], [-0.01, 0.01, 0.00], [-0.09, -0.03, 0.05], [-0.02, -0.05, 0.06], [-0.08, -0.08, -0.04], [-0.01, -0.11, 0.01], [-0.06, 0.01, 0.01], [-0.07, 0.00, -0.10], [0.11, 0.09, 0.08], [-0.09, -0.10, -0.02], [-0.06, 0.02, -0.09], [0.00, 0.00, 0.00], [0.01, 0.01, 0.04], [0.04, 0.01, 0.03], [0.00, -0.02, 0.04], [0.04, -0.02, 0.02], [0.01, 0.01, 0.00], [6.47, -0.22, -6.41], [0.22, -0.45, -1.79], [-0.13, 0.09, -0.07], [-2.13, -1.79, -1.35], [0.33, -0.20, -0.81], [6.62, 2.02, -5.46], [0.11, -0.25, -0.14], [-1.53, -1.51, -1.12], [-0.07, -0.07, -0.16], [-0.01, -0.28, -0.36], [-0.07, -0.04, 0.06], [0.11, 0.20, -0.09], [-0.09, -0.19, 0.09], [-0.11, 0.01, 0.03], [0.00, 0.00, 0.02], [0.03, 0.02, -0.02], [0.01, 0.01, -0.03], [0.05, -0.01, 0.00], [0.02, -0.01, 0.02], [-0.02, 0.01, 0.01]],
  "homo_energy_ev": -4.4,
  "total_energy_ev": -202197.33067,
  "charge": -1,
  "gap_ev": 6.33,
  "lumo_energy_ev": 1.88
}

=====

(2)
{
  "formula": "C10H13F8NO6S2",
  "method": "ωB97M-V/def2-TZVPD",
  "symbols": ["O", "C", "N", "C", "C", "S", "O", "O", "F", "C", "C", "F", "F", "C", "F", "F", "C", "F", "F", "F", "H", "H", "H", "H", "H", "C", "C", "O", "S", "C", "O", "O", "H", "H", "H", "H", "H", "H", "H", "H"],
  "coordinates": [[2.341, -0.222, -2.439], [1.606, -0.650, -1.392], [0.889, 0.232, -0.348], [-0.186, -0.504, 0.479], [-0.294, -1.905, -0.401], [-1.386, -3.297, 0.213], [-0.781, -4.716, 0.084], [-2.664, -3.293, -0.714], [-1.956, -2.915, 1.795], [1.218, -2.218, -0.957], [2.412, -2.615, 0.120], [1.907, -2.664, 1.538], [3.363, -1.441, 0.100], [3.304, -3.919, -0.312], [3.788, -3.849, -1.734], [4.524, -3.929, 0.557], [2.554, -5.367, -0.151], [1.874, -5.577, 1.156], [3.649, -6.406, -0.202], [1.663, -5.709, -1.322], [1.627, 0.455, 0.387], [-1.219, 0.026, 0.636], [0.089, -0.838, 1.569], [-0.865, -1.519, -1.375], [1.110, -2.878, -1.927], [-2.026, 3.983, -1.874], [-1.377, 5.034, -0.992], [-1.999, 5.105, 0.284], [-1.718, 3.904, 1.354], [-2.452, 4.677, 2.771], [-0.293, 3.792, 1.570], [-2.532, 2.762, 0.995], [-1.873, 2.978, -1.469], [-1.603, 4.005, -2.881], [-3.107, 4.145, -1.936], [-0.302, 4.855, -0.887], [-1.497, 6.017, -1.462], [-1.871, 5.563, 3.037], [-2.431, 3.956, 3.592], [-3.485, 4.941, 2.537]],
  "forces_ev_per_angstrom": [[-5.24, -3.04, 7.53], [2.06, 2.04, -3.44], [1.43, -1.41, 0.80], [-0.24, -2.34, 0.35], [0.50, 2.47, -0.95], [-4.77, -5.33, -4.31], [-0.87, 5.71, 1.81], [4.85, 1.24, 4.17], [1.77, -0.48, -2.89], [-0.52, 0.83, -0.64], [0.21, 2.21, 0.58], [1.64, -0.25, -4.51], [-2.39, -3.56, 0.38], [2.62, -0.16, -0.02], [-1.86, 0.07, 4.76], [-4.05, -0.08, -2.80], [0.24, -4.12, 0.03], [2.30, 1.07, -5.01], [-3.78, 3.57, 0.18], [2.98, 1.62, 4.48], [-0.89, 0.28, -1.64], [2.09, -0.70, -1.08], [0.18, 0.95, -2.07], [0.90, -1.49, 2.03], [0.76, 1.00, 2.26], [-0.11, -0.36, 0.04], [0.40, -0.23, -1.16], [-0.10, -0.57, 1.47], [-0.28, 0.54, -0.32], [-0.03, 0.24, -0.03], [-0.96, -0.27, -0.40], [0.95, 0.56, 0.23], [0.02, 0.15, -0.07], [-0.01, 0.11, 0.08], [0.18, 0.05, -0.03], [-0.10, -0.02, 0.15], [-0.07, -0.06, 0.43], [-0.09, -0.18, -0.12], [0.08, 0.00, -0.23], [0.18, -0.07, -0.03]],
  "homo_energy_ev": -11.0,
  "total_energy_ev": -67757.02162,
  "charge": 0,
  "gap_ev": 9.68,
  "smiles": "O=C1NC[C@H](S(=O)(=O)F)[C@@H]1C(F)(F)C(F)(F)C(F)(F)F.CCOS(C)(=O)=O",
  "lumo_energy_ev": -1.31
}

=====

(3)
{
  "formula": "C9H14N3O",
  "method": "ωB97M-V/def2-TZVPD",
  "symbols": ["C", "C", "C", "C", "C", "C", "C", "C", "C", "N", "N", "N", "O", "H", "H", "H", "H", "H", "H", "H", "H", "H", "H", "H", "H", "H", "H"],
  "coordinates": [[3.983, -0.305, 0.226], [3.762, 0.691, -0.725], [2.879, -0.612, 1.128], [1.448, 0.784, -0.025], [-2.155, -0.670, -1.395], [-1.508, -1.463, -0.268], [-1.201, 0.580, -1.538], [-1.652, -0.642, 1.072], [-1.092, 1.364, -0.226], [2.528, 1.266, -0.742], [1.680, -0.084, 0.927], [-1.539, 0.831, 0.866], [-0.838, 2.640, -0.180], [5.041, -0.737, 0.121], [4.498, 0.991, -1.479], [3.044, -1.052, 2.121], [-2.157, -1.284, -2.262], [-3.230, -0.401, -1.221], [-1.943, -2.532, -0.066], [-0.428, -1.425, -0.443], [-0.260, 0.201, -1.858], [-1.555, 1.342, -2.422], [-2.657, -0.740, 1.481], [-0.775, -0.818, 1.758], [-1.811, 1.322, 1.678], [2.269, 2.149, -1.326], [-0.569, 3.068, -1.071]],
  "forces_ev_per_angstrom": [[0.62, -0.08, -0.77], [-0.71, -0.45, 0.63], [1.94, 1.56, -0.44], [-0.80, 1.99, -1.50], [-0.12, 1.12, 0.93], [-0.77, -0.15, 2.08], [-2.37, 1.30, -1.78], [0.69, 0.12, -0.54], [0.15, -0.55, -0.98], [-0.53, 1.31, -0.93], [0.80, -1.79, 1.19], [-0.17, -1.64, -1.14], [0.25, 1.90, -1.87], [-1.98, 0.24, 0.95], [-0.25, 0.04, 0.53], [0.00, -0.49, -0.75], [0.21, -0.17, -1.09], [0.98, -0.06, 0.12], [1.04, 2.03, -0.59], [-0.13, -0.92, -0.16], [0.84, 0.00, -0.07], [0.65, -1.65, 2.27], [0.27, -0.55, 0.45], [-1.33, -0.49, -0.40], [0.31, 1.26, 0.68], [1.19, -2.47, 1.18], [-0.78, -1.40, 2.00]],
  "homo_energy_ev": -11.4,
  "total_energy_ev": -16068.63522,
  "charge": 1,
  "gap_ev": 8.02,
  "e_above_lowest_kj_mol": 107.8,
  "lumo_energy_ev": -3.33
}